1.
An isolated ion of composition C4H12NOSi and charge -1. Source: the Open Molecules 2025 dataset; level of theory: the ωB97M-V functional and the def2-TZVPD basis.

The geometry in XYZ format:
```
19
Properties=species:S:1:pos:R:3:mulliken_charge:R:1
C 1.714 -0.579 2.142 -0.729
C 0.848 -0.785 -0.929 -1.292
C -0.753 2.078 -0.347 -1.219
C -2.172 -0.416 -0.610 -1.121
N 0.668 0.338 1.680 -0.364
O -0.703 -0.215 1.824 -0.562
Si -0.463 0.186 0.226 0.832
H 2.726 -0.144 1.942 0.212
H 1.726 -0.759 3.185 0.248
H 1.645 -1.357 1.384 0.270
H 0.639 -1.807 -0.860 0.321
H 0.775 -0.366 -1.907 0.381
H 1.877 -0.584 -0.588 0.295
H -0.473 2.014 -1.328 0.334
H -1.784 2.235 -0.344 0.384
H -0.154 2.742 0.287 0.237
H -2.762 -0.938 0.173 0.263
H -2.820 0.446 -0.942 0.278
H -2.143 -1.181 -1.554 0.232
```

multiplicity	1
total energy	-15756.7694	eV
LUMO	4.250	eV
gap between HOMO and LUMO	6.8	eV
relative energy (zero: lowest compared OMol25 entry of this formula, charge and spin)	206.0	kJ/mol
net charge	-1

***

2.
A 2-piece molecular cluster, C4H12NP overall. Source: the Open Molecules 2025 dataset; level of theory: the ωB97M-V functional and the def2-TZVPD basis.

The geometry in XYZ format:
```
18
Properties=species:S:1:pos:R:3:mulliken_charge:R:1
H 1.545 1.377 1.373 0.274
N 1.840 1.127 0.424 -0.393
P 1.542 -0.076 -0.535 0.119
C -0.041 -1.177 -0.073 -0.893
C 0.175 -2.446 -0.943 -0.450
C -0.601 -3.674 -0.398 -1.260
H -0.844 -0.511 -0.333 0.369
H -0.018 -1.414 0.935 0.438
H 1.156 -2.687 -0.938 0.465
H -0.147 -2.125 -1.911 0.334
H -1.609 -3.362 -0.109 0.333
H -0.593 -4.457 -1.137 0.337
H -0.295 -4.054 0.586 0.336
C 0.368 3.702 2.108 -0.961
H 0.466 4.370 3.046 0.243
H -0.173 4.325 1.440 0.273
H -0.045 2.711 2.155 0.176
H 1.339 3.740 1.656 0.259
```

SMILES string	[H]/N=P\CCC.C
multiplicity	1
total energy	-15119.6017	eV
LUMO	-0.040	eV
gap between HOMO and LUMO	8.6	eV
relative energy (zero: lowest compared OMol25 entry of this formula, charge and spin)	213.3	kJ/mol
net charge	0